1.
The molecule C5H7NO, computed with wB97M-V/def2-TZVPD.

The geometry in ORCA input format:
```
! wB97M-V def2-TZVPD RIJCOSX def2/J DEFGRID3
* xyz 0 1
O 0.59 2.23 0.50
N -0.54 0.26 -0.34
C -0.05 -1.04 -0.77
C 0.81 1.09 0.17
C 1.28 -1.08 -0.52
C 1.80 0.14 0.02
C -1.57 0.25 0.71
H -0.74 -1.79 -1.12
H -2.55 0.01 0.28
H 2.83 0.34 0.26
H -0.86 0.84 -1.12
H -1.59 1.23 1.18
H 1.89 -1.95 -0.71
H -1.29 -0.52 1.44
*
```

The relative energy (zero: lowest compared OMol25 entry of this formula, charge and spin) is 170.3 kJ/mol. As for the max |F|: 0.4 eV/Å. For the HOMO-LUMO gap, the calculation gives 8.137 eV.

These are the Löwdin partial charges, in e, on atoms 1 to 4:
1. O 0.035
2. N -0.096
3. C -0.129
4. C -0.409

***

2.
The molecule C5H8O, computed with wB97M-V/def2-TZVPD.

The geometry in ORCA input format:
```
! wB97M-V def2-TZVPD RIJCOSX def2/J DEFGRID3
* xyz 0 1
O 2.10 0.36 -0.09
C 0.02 -0.39 1.14
C -0.33 -1.39 0.06
C -0.28 0.97 -0.65
C -1.12 -0.18 -0.13
C 0.83 0.72 0.40
H -0.82 -2.29 0.40
H -1.00 0.08 1.41
H 1.03 1.58 1.05
H 0.01 0.83 -1.69
H 2.03 -0.45 -0.61
H -0.73 1.96 -0.52
H 0.37 -1.56 -0.75
H -2.21 -0.23 -0.11
*
```

The relative energy (zero: lowest compared OMol25 entry of this formula, charge and spin) is 393.2 kJ/mol. As for the max |F|: 1.9 eV/Å. For the HOMO-LUMO gap, the calculation gives 9.212 eV.

These are the Löwdin partial charges, in e, on atoms 1 to 4:
1. O -0.023
2. C -0.057
3. C -0.150
4. C -0.106

***

3.
A cluster of 2 separate species, CH3NO4P in total, computed with wB97M-V/def2-TZVPD.

The geometry in ORCA input format:
```
! wB97M-V def2-TZVPD RIJCOSX def2/J DEFGRID3
* xyz -1 1
P -0.08 -1.29 0.66
O -0.63 -0.81 2.18
O 1.37 0.60 -1.27
O 1.41 -1.07 0.78
O -0.59 1.24 -2.13
N -0.61 0.37 -0.08
C 0.02 0.69 -1.27
H -2.08 0.29 -0.29
H -0.36 0.13 2.07
H 1.56 -0.14 -0.64
*
```

The relative energy (zero: lowest compared OMol25 entry of this formula, charge and spin) is 178.6 kJ/mol. As for the max |F|: 5.6 eV/Å. For the HOMO-LUMO gap, the calculation gives 8.199 eV.

These are the Löwdin partial charges, in e, on atoms 1 to 4:
1. P 0.522
2. O -0.391
3. O 0.040
4. O -0.528

***

4.
A cluster of 2 separate species, C10H12N in total, computed with wB97M-V/def2-TZVPD.

The geometry in ORCA input format:
```
! wB97M-V def2-TZVPD RIJCOSX def2/J DEFGRID3
* xyz 1 1
N -0.04 -0.77 -0.64
C 2.75 0.37 2.29
C -0.02 0.31 -2.80
C -2.28 -2.27 -1.25
C -0.62 -0.65 -1.83
C -1.75 -1.39 -2.16
C -1.68 -2.40 0.00
C 1.84 0.37 1.27
C -0.56 -1.62 0.25
C 1.16 2.53 2.80
C 1.78 1.36 2.25
H -0.74 1.09 -3.04
H 0.88 0.76 -2.40
H 0.23 -0.21 -3.73
H 1.35 -0.05 0.37
H -3.16 -2.86 -1.49
H 1.65 2.88 3.71
H 0.10 2.31 3.00
H -0.05 -1.68 1.20
H 3.59 -0.07 2.78
H -2.05 -3.08 0.74
H 1.14 3.32 2.05
H -2.20 -1.27 -3.14
*
```

The relative energy (zero: lowest compared OMol25 entry of this formula, charge and spin) is 237.7 kJ/mol. As for the max |F|: 2.7 eV/Å. For the HOMO-LUMO gap, the calculation gives 8.489 eV.

These are the Löwdin partial charges, in e, on atoms 1 to 4:
1. N 0.042
2. C 0.200
3. C -0.026
4. C -0.043

***

5.
A cluster of 5 separate species, C37H73N8O6 in total, computed with wB97M-V/def2-TZVPD.

The geometry in ORCA input format:
```
! wB97M-V def2-TZVPD RIJCOSX def2/J DEFGRID3
* xyz 1 1
O -4.44 6.08 -0.56
O 4.08 1.57 1.27
O 2.92 -8.69 4.67
O 2.86 -3.61 1.36
O 1.97 2.30 2.29
O 1.57 9.14 2.31
N 0.85 -9.20 5.37
N 3.68 8.76 2.97
N -2.53 -3.94 -1.01
N -4.99 5.54 1.55
N 1.40 -1.63 -3.95
N 0.86 0.72 -3.65
N 0.21 -0.25 -5.87
N 3.43 -5.21 2.84
C 3.59 -1.68 -2.31
C -5.22 5.76 2.96
C 2.60 -3.05 3.67
C 2.68 -10.80 5.77
C 2.18 -9.49 5.23
C 4.88 7.99 3.19
C -4.37 7.86 1.04
C 3.86 0.78 0.05
C -1.43 -4.68 -1.75
C 0.78 -0.43 -4.63
C -3.54 -1.25 -2.17
C -3.00 -0.05 -1.17
C -4.14 1.08 -0.80
C -1.94 1.29 -6.21
C 2.39 6.92 1.97
C 2.26 0.48 -3.04
C -3.88 3.42 -2.27
C -1.82 3.05 -4.08
C -4.58 -2.30 -1.46
C -0.44 -3.36 0.40
C -4.65 1.99 -2.07
C 4.84 -0.52 -0.14
C 3.63 -5.80 4.14
C 2.97 -3.96 2.54
C 2.58 3.67 0.23
C -2.26 3.31 -2.49
C 2.50 8.35 2.42
C -0.06 -4.34 -0.86
C 2.89 2.48 1.32
C -4.00 -3.86 -1.40
C -2.06 -3.17 0.21
C 3.87 -1.75 -0.70
C -0.31 1.11 -6.34
C -4.60 6.44 0.61
C -0.18 -10.00 5.99
C 2.07 -1.12 -2.66
C -2.48 1.69 -4.72
H -4.33 3.95 -3.21
H 1.80 -3.49 4.26
H -5.12 4.60 1.19
H -4.66 1.29 -3.01
H 3.65 -2.80 -2.71
H -2.38 0.84 -3.91
H 3.52 4.26 -0.14
H 3.66 -5.76 2.02
H -0.64 3.06 -4.12
H 2.00 3.28 -0.73
H 4.68 -6.07 4.23
H -0.95 -10.20 5.24
H -4.14 -4.36 -2.47
H 1.39 6.75 1.55
H -4.11 4.12 -1.33
H -2.58 -0.45 -0.14
H 0.24 2.03 -5.86
H 2.17 -11.63 5.27
H 1.27 -1.41 -1.85
H -1.52 -5.32 -2.73
H -5.79 2.25 -1.85
H -1.82 4.39 -2.24
H -4.55 5.11 3.52
H 5.69 8.47 2.65
H 3.02 -6.70 4.20
H 5.10 8.00 4.26
H 2.26 1.28 -2.19
H 3.36 -5.12 4.95
H 0.17 -1.08 -6.52
H 0.59 -8.30 4.99
H -0.61 -9.42 6.81
H -2.56 -1.80 -2.56
H 4.01 1.52 -0.87
H 2.71 0.49 0.04
H 5.57 -0.27 -1.05
H 1.02 -4.74 -1.08
H 4.50 -2.74 -0.51
H -1.71 2.58 -1.74
H -4.05 -0.80 -3.14
H 0.21 -10.95 6.38
H -3.65 1.91 -4.84
H 2.88 -1.87 -0.07
H 3.19 0.64 -3.73
H -0.06 1.15 -7.51
H 3.67 9.73 3.26
H -5.05 0.48 -0.33
H -2.07 0.43 -1.73
H -6.26 5.49 3.18
H 3.13 6.72 1.19
H -3.68 1.77 0.04
H -2.83 -2.54 0.84
H -4.90 -1.93 -0.37
H -3.57 7.90 1.79
H -2.26 2.15 -6.94
H 3.48 -2.86 4.30
H 5.46 -0.81 0.81
H -5.54 -2.35 -2.17
H 0.26 -2.89 1.24
H -4.65 -4.53 -0.66
H 3.75 -10.89 5.58
H 2.51 -10.85 6.85
H 2.25 -2.09 3.27
H -4.06 8.46 0.17
H 0.11 0.76 -2.92
H 4.78 6.96 2.85
H 1.85 4.46 0.75
H 0.76 -2.47 -3.81
H 2.54 6.24 2.81
H -5.29 8.28 1.44
H -2.17 3.97 -4.74
H -2.52 0.29 -6.52
H -5.05 6.80 3.25
H 4.39 -1.06 -2.92
*
```

The relative energy (zero: lowest compared OMol25 entry of this formula, charge and spin) is 1486.7 kJ/mol. As for the max |F|: 8.9 eV/Å. For the HOMO-LUMO gap, the calculation gives 6.564 eV.

These are the Löwdin partial charges, in e, on atoms 1 to 4:
1. O 0.004
2. O -0.106
3. O 0.006
4. O -0.031

***

6.
A structure of composition C19H15BrCdN3O2S, computed with wB97M-V/def2-TZVPD.

The geometry in ORCA input format:
```
! wB97M-V def2-TZVPD RIJCOSX def2/J DEFGRID3
* xyz 1 1
Cd 0.62 1.37 -1.79
Br -3.93 -4.22 -0.68
S 1.31 3.38 -2.97
O -0.78 -0.42 -2.50
O -0.29 0.53 -0.06
N -0.64 0.45 2.53
N 2.47 1.01 -3.15
N -1.88 -1.09 3.42
C 0.05 1.63 4.67
C -1.41 -0.61 2.26
C -1.39 -1.06 -1.45
C -1.68 -1.13 0.94
C -0.60 0.67 3.90
C -1.57 -0.40 5.85
C -2.79 -2.73 -0.46
C -0.13 1.55 6.03
C -2.21 -2.14 -1.60
C 4.36 0.43 -4.48
C 4.43 1.75 -4.93
C -1.08 -0.51 -0.17
C 3.52 2.68 -4.49
C -1.01 -0.90 -3.83
C 3.36 0.11 -3.58
C 2.53 2.29 -3.59
C -2.53 -2.23 0.78
C -1.39 -0.31 4.48
C -0.93 0.55 6.61
H -0.44 -0.25 -4.49
H -1.04 0.53 7.69
H 0.35 2.27 6.67
H 0.66 2.40 4.22
H -3.00 -2.71 1.64
H 3.55 3.71 -4.84
H 5.07 -0.32 -4.80
H 5.20 2.04 -5.64
H -2.48 -1.89 3.51
H -2.19 -1.17 6.30
H -0.65 -1.92 -3.92
H -0.20 0.95 1.76
H 3.26 -0.89 -3.19
H -2.07 -0.84 -4.07
H -2.43 -2.55 -2.57
*
```

The relative energy (zero: lowest compared OMol25 entry of this formula, charge and spin) is 0.0 kJ/mol. As for the max |F|: 0.3 eV/Å. For the HOMO-LUMO gap, the calculation gives 7.607 eV.

These are the Löwdin partial charges, in e, on atoms 1 to 4:
1. Cd 1.274
2. Br 0.793
3. S 0.465
4. O -0.213

***

7.
A structure of composition C22H24O2S2Sn, computed with wB97M-V/def2-TZVPD.

The geometry in ORCA input format:
```
! wB97M-V def2-TZVPD RIJCOSX def2/J DEFGRID3
* xyz 4 1
Sn -0.11 0.12 0.00
S 0.52 1.14 -3.50
S 3.45 -1.23 0.23
O -0.05 0.51 -2.22
O 2.14 -0.44 0.31
C -3.27 -0.33 0.91
C -2.12 1.29 2.30
C 4.66 -0.39 1.24
C 4.27 0.42 -1.99
C 2.97 1.13 -2.35
C 6.81 -0.64 2.38
C 4.13 -1.01 -1.45
C 6.60 0.63 2.92
C -0.21 0.24 -4.88
C -1.80 -1.07 2.68
C -1.21 -1.65 -5.94
C -2.66 -1.36 1.63
C 5.83 -1.17 1.59
C -0.67 -1.04 -4.77
C -0.91 0.35 -7.26
C -1.38 -0.93 -7.16
C -2.99 1.00 1.25
C 5.45 1.42 2.53
C -1.53 0.25 3.02
C -0.37 0.96 -6.11
C 4.45 0.88 1.74
C 2.22 0.51 -3.54
H 4.92 0.35 -2.87
H -0.12 2.02 -6.15
H 4.81 1.04 -1.27
H -4.00 -0.55 0.15
H -3.54 1.79 0.76
H -1.02 0.92 -8.18
H 2.32 1.14 -1.48
H 3.45 -1.63 -2.04
H 3.20 2.17 -2.59
H -0.59 -1.59 -3.84
H 5.39 2.45 2.86
H 7.68 -1.22 2.66
H 2.66 0.80 -4.49
H 5.92 -2.20 1.25
H 2.12 -0.58 -3.50
H -2.02 2.31 2.64
H -0.95 0.48 3.91
H -1.40 -1.87 3.30
H -1.45 -2.71 -5.92
H -1.91 -1.38 -7.99
H -2.92 -2.39 1.41
H 5.09 -1.52 -1.42
H 3.57 1.45 1.48
H 7.29 1.02 3.67
*
```

The relative energy (zero: lowest compared OMol25 entry of this formula, charge and spin) is 65.4 kJ/mol. As for the max |F|: 1.2 eV/Å. For the HOMO-LUMO gap (spin up / spin down), the calculation gives 4.455 / 4.516 eV.

These are the Löwdin partial charges, in e, on atoms 1 to 4:
1. Sn 1.708
2. S 1.106
3. S 1.103
4. O -0.754

***

8.
The ion CH8N3Si with charge +1, computed with wB97M-V/def2-TZVPD.

The geometry in ORCA input format:
```
! wB97M-V def2-TZVPD RIJCOSX def2/J DEFGRID3
* xyz 1 1
Si 1.23 0.47 0.57
N -1.09 -0.92 -0.25
N 0.60 -1.14 -0.22
N -0.27 1.22 0.27
C -1.26 0.47 -0.50
H 0.72 -2.02 0.28
H -0.45 2.21 0.32
H -2.27 0.74 -0.20
H -1.34 -1.15 0.71
H 2.38 0.77 -0.25
H -1.16 0.66 -1.58
H 0.83 -1.29 -1.20
H 1.40 0.08 1.96
*
```

The relative energy (zero: lowest compared OMol25 entry of this formula, charge and spin) is 278.9 kJ/mol. As for the max |F|: 3.3 eV/Å. For the HOMO-LUMO gap, the calculation gives 10.404 eV.

These are the Löwdin partial charges, in e, on atoms 1 to 4:
1. Si 0.696
2. N 0.062
3. N 0.019
4. N -0.146

***

9.
The molecule HO2PS, computed with wB97M-V/def2-TZVPD.

The geometry in ORCA input format:
```
! wB97M-V def2-TZVPD RIJCOSX def2/J DEFGRID3
* xyz 0 1
S 1.42 -0.28 -0.03
P -1.22 1.06 -0.02
O 0.58 -1.51 0.04
O 0.41 1.00 0.07
H -1.18 -0.27 -0.05
*
```

The relative energy (zero: lowest compared OMol25 entry of this formula, charge and spin) is 234.0 kJ/mol. As for the max |F|: 2.7 eV/Å. For the HOMO-LUMO gap (spin up / spin down), the calculation gives 7.308 / 8.032 eV.

These are the Löwdin partial charges, in e, on atoms 1 to 4:
1. S 0.891
2. P 0.823
3. O -0.566
4. O -0.937

***

10.
A structure of composition C32H31BeN4Sb2Se, computed with wB97M-V/def2-TZVPD.

The geometry in ORCA input format:
```
! wB97M-V def2-TZVPD RIJCOSX def2/J DEFGRID3
* xyz 1 1
Sb 1.04 -1.33 0.71
Sb -1.44 2.60 0.45
Se -5.30 -1.54 2.06
N 0.58 -6.61 -0.31
N -1.14 -6.72 -1.94
N -2.48 -2.23 1.66
N -0.68 -4.36 0.72
C -2.13 5.69 0.07
C -5.28 1.85 -1.69
C -0.54 -6.10 -0.89
C 3.53 -4.14 -1.42
C -3.99 2.20 -1.41
C 2.14 1.08 2.26
C -5.83 1.97 0.63
C 3.11 2.03 2.57
C -6.23 1.74 -0.66
C 2.59 -2.72 0.29
C 4.43 1.55 0.63
C 3.56 0.51 0.37
C 3.79 -2.81 1.00
C -3.58 2.40 -0.10
C 0.98 -6.00 0.83
C -0.78 1.67 -1.46
C 0.61 -0.48 -1.29
C -3.61 -1.89 1.92
C 0.46 6.56 -0.02
C -1.81 7.06 0.05
C 0.22 5.25 0.06
C 4.79 -4.15 -0.75
C 2.42 0.27 1.18
C 0.34 -4.92 1.42
C 2.49 -3.38 -0.92
C -4.52 2.36 0.89
C 4.18 2.30 1.77
C 4.90 -3.46 0.47
C -1.20 -5.00 -0.32
C -1.08 4.76 0.15
C 0.57 1.06 -1.39
C -0.55 7.53 -0.04
Be -1.05 -2.90 1.26
H 0.58 -4.47 2.41
H -5.59 1.73 -2.73
H 4.84 3.12 2.07
H -3.25 2.38 -2.20
H -4.27 2.71 1.91
H -1.60 0.96 -1.68
H -2.63 7.84 -0.01
H -2.02 -6.31 -2.29
H -3.18 5.32 0.06
H 1.24 0.94 2.82
H -0.30 8.61 0.05
H 5.71 -4.67 -1.15
H 3.95 -2.30 1.97
H -2.14 -4.66 -0.79
H 3.41 -4.77 -2.34
H -7.22 1.37 -0.92
H -0.83 2.51 -2.20
H 2.93 2.73 3.40
H -0.34 -0.88 -1.66
H 5.31 1.77 -0.05
H 1.52 -3.45 -1.47
H 3.66 -0.09 -0.54
H 1.10 1.34 -2.28
H -6.55 1.80 1.44
H -0.68 -7.52 -2.41
H 5.86 -3.36 0.95
H 1.92 -6.27 1.28
H 1.10 4.57 0.08
H 1.13 1.40 -0.55
H 1.47 6.89 0.00
H 1.37 -0.96 -1.97
*
```

The relative energy (zero: lowest compared OMol25 entry of this formula, charge and spin) is 0.0 kJ/mol. As for the max |F|: 3.5 eV/Å. For the HOMO-LUMO gap, the calculation gives 5.882 eV.

These are the Löwdin partial charges, in e, on atoms 1 to 4:
1. Sb 1.542
2. Sb 1.446
3. Se 0.686
4. N 0.170

***

11.
The molecule C4H7NO, computed with wB97M-V/def2-TZVPD.

The geometry in ORCA input format:
```
! wB97M-V def2-TZVPD RIJCOSX def2/J DEFGRID3
* xyz 0 1
O -1.20 0.97 0.42
N 1.59 -0.03 0.42
C 0.51 -0.60 -0.36
C -0.94 -0.31 -0.14
C -1.52 -0.18 1.20
C 1.33 0.42 -1.01
H -1.58 -0.58 -0.98
H 2.15 0.24 -1.68
H 0.77 1.36 -1.10
H 0.74 -1.60 -0.72
H -0.89 -0.34 2.07
H 1.63 0.97 0.55
H -2.59 -0.34 1.34
*
```

The relative energy (zero: lowest compared OMol25 entry of this formula, charge and spin) is 400.2 kJ/mol. As for the max |F|: 2.7 eV/Å. For the HOMO-LUMO gap, the calculation gives 10.795 eV.

These are the Löwdin partial charges, in e, on atoms 1 to 4:
1. O -0.046
2. N 0.041
3. C -0.304
4. C -0.269

***

12.
A structure of composition C20H28FMnN7O5Se, computed with wB97M-V/def2-TZVPD.

The geometry in ORCA input format:
```
! wB97M-V def2-TZVPD RIJCOSX def2/J DEFGRID3
* xyz 0 2
Se -0.57 -0.84 1.84
Mn -0.81 0.49 -0.23
F 5.25 1.56 2.26
O -2.44 -0.89 -1.05
O 1.56 0.85 -0.03
O 3.41 -2.87 -0.13
O 5.14 -0.91 3.59
O 0.67 0.08 -1.90
N -0.37 2.59 -0.30
N -4.40 3.09 0.66
N -2.74 1.50 0.20
N 4.31 -1.85 1.69
N 3.82 -0.62 -0.23
N -0.19 4.84 0.37
N -2.26 3.79 0.28
C -3.26 -1.82 -0.32
C 2.98 -0.45 -1.40
C 3.80 -1.86 0.41
C 0.33 -2.87 -0.10
C 4.28 0.50 0.44
C -3.14 -3.12 -1.09
C -0.88 3.69 0.07
C 1.64 0.22 -1.10
C 4.77 0.46 1.67
C -2.60 -1.18 -2.45
C 0.00 -2.57 1.22
C 0.83 -5.16 0.48
C -3.12 2.71 0.35
C 0.11 -3.59 2.17
C 1.26 4.74 0.39
C 0.51 -4.87 1.80
C -3.01 -2.66 -2.55
C 0.74 -4.14 -0.46
C -0.69 6.16 0.00
C 4.77 -0.77 2.45
H -0.23 6.50 -0.93
H -4.29 -1.45 -0.31
H -3.96 -2.74 -3.08
H 0.59 -5.64 2.56
H -1.65 -0.95 -2.94
H 0.64 2.60 -0.41
H -4.00 -3.77 -0.93
H -2.27 -3.24 -3.09
H 1.66 5.63 0.87
H 1.02 -4.34 -1.50
H 3.51 0.14 -2.15
H 0.28 -2.11 -0.87
H -0.13 -3.38 3.21
H -2.88 -1.86 0.70
H 2.79 -1.44 -1.81
H -2.58 4.62 0.73
H 4.25 -2.74 2.18
H 1.16 -6.15 0.20
H -3.37 -0.52 -2.86
H -4.71 4.01 0.40
H 4.27 1.43 -0.11
H -3.50 0.84 0.30
H -5.11 2.38 0.64
H 1.69 4.67 -0.62
H 1.58 3.87 0.96
H -2.25 -3.64 -0.77
H -1.76 6.17 -0.14
H -0.44 6.88 0.78
*
```

The relative energy (zero: lowest compared OMol25 entry of this formula, charge and spin) is 69.5 kJ/mol. As for the max |F|: 1.4 eV/Å. The expectation value of S² is 0.80. For the HOMO-LUMO gap (spin up / spin down), the calculation gives 6.126 / 6.133 eV.

These are the Löwdin partial charges, in e, on atoms 1 to 4:
1. Se 0.666
2. Mn 0.498
3. F 0.081
4. O -0.281

***

13.
A cluster of 2 separate species, H3OPSi in total, computed with wB97M-V/def2-TZVPD.

The geometry in ORCA input format:
```
! wB97M-V def2-TZVPD RIJCOSX def2/J DEFGRID3
* xyz 0 1
P -2.10 0.52 0.06
Si 0.89 0.14 -0.01
O -2.64 -0.84 0.02
H 1.45 0.61 1.26
H 1.41 0.87 -1.16
H 0.99 -1.30 -0.16
*
```

The relative energy (zero: lowest compared OMol25 entry of this formula, charge and spin) is 146.2 kJ/mol. As for the max |F|: 2.6 eV/Å. For the HOMO-LUMO gap, the calculation gives 6.798 eV.

These are the Löwdin partial charges, in e, on atoms 1 to 4:
1. P 0.674
2. Si 0.494
3. O -0.643
4. H -0.180